Formula: CH3N3S
Source: OMol25
Level of theory: ωB97M-V/def2-TZVPD

Geometry (Å):
C (0.66205, 0.97759, -0.49063)
N (-1.18542, 0.19680, 0.14466)
N (-0.03673, -0.08857, -0.17368)
N (0.34379, -1.23675, 0.56460)
S (1.10857, 1.74209, -1.77289)
H (-1.77428, 0.82972, -0.46288)
H (1.25961, -1.01331, 0.95125)
H (-0.37759, -1.40757, 1.23958)

Forces on atoms 1 to 2 (eV/Å):
C 3.28 -0.38 -0.64
N -7.99 0.66 0.42

Results
**Relative energy (zero: lowest compared OMol25 entry of this formula, charge and spin)**: 371.2 kJ/mol
**Lowest unoccupied orbital energy (alpha / beta)**: -0.1964 / -0.1751 eV
**Charge**: 0
**Multiplicity**: 1

Atomic partial charges in e from the Löwdin method, atoms 1 to 6: C -0.6830; N 0.0344; N -0.4267; N 0.1146; S 0.6814; H 0.0997